Below is a 2-piece molecular cluster, C21H31IN2O3 overall, with properties calculated with the ωB97M-V functional and the def2-TZVPD basis.

Charge: +2
HOMO-LUMO gap: 5.9851 eV

Element x y z (Å)
H  -1.19358  -4.33636  -5.36133
H  -2.37595  0.88224  0.18640
H  0.92949  -3.77248  -4.64706
H  0.72382  -6.69022  -4.93496
H  0.91290  -2.51551  -1.46430
H  -0.45256  -0.01601  -1.39185
O  -3.65062  1.09619  -1.41020
C  2.05150  -0.25575  1.60373
H  0.36097  -3.73307  0.82698
C  -4.33113  2.20209  -0.84870
H  4.27997  4.08339  2.77639
C  -1.52539  -0.06425  -1.64510
H  -0.60023  -6.65344  -6.11416
C  1.58450  -1.41460  1.03574
H  2.55031  5.85124  5.33012
C  2.52746  6.84339  3.38276
O  0.35478  -4.19891  -4.00276
C  1.16309  0.68612  2.14118
H  -1.59135  0.18257  -2.71800
C  -0.24233  -2.93646  0.36221
H  -5.12044  2.56368  -1.51747
C  -0.01062  -3.03144  -1.16369
C  0.78519  2.73165  3.60002
H  -1.84168  1.98586  -1.10749
H  -1.24668  -5.46938  -4.00018
H  -1.27207  -3.13010  0.67580
I  1.09023  6.52617  1.80475
C  1.60038  1.97870  2.74973
H  -4.81636  1.93903  0.11088
C  1.26738  3.90518  4.11908
N  2.47794  4.37016  3.80891
H  4.06547  5.69235  4.33874
N  0.27987  -1.67110  0.96429
H  -0.21190  2.37832  3.85249
O  3.04055  7.90311  3.56483
C  -2.12236  -1.49262  -1.50075
C  -2.33394  1.00728  -0.91770
H  -3.65561  3.05029  -0.63832
H  -3.02043  -1.48495  -2.13775
H  0.16415  -4.09660  -1.37293
C  0.11705  -6.04092  -5.56728
H  0.79193  -5.56910  -6.28517
C  -0.58972  -4.99470  -4.72921
H  -2.49147  -1.69842  -0.48235
C  2.97146  5.65781  4.33807
H  -1.65010  -1.03349  1.43047
H  -1.83101  -3.46068  -2.32754
C  -0.58920  -0.79962  1.47864
H  -0.77245  -2.21089  -2.99870
H  2.31837  -2.12199  0.65262
H  -0.96659  1.05304  2.44780
C  -1.20287  -2.60084  -2.06915
H  3.12056  -0.05689  1.63524
C  3.29197  3.67865  2.99210
H  0.68154  4.53174  4.79223
C  -0.20342  0.38238  2.06217
H  3.52785  1.89838  1.82383
C  2.88137  2.48978  2.46593

---

Below is C24H48Br2F2NO8P3S2 as an isolated structure, with properties calculated with the ωB97M-V functional and the def2-TZVPD basis.

HOMO-LUMO gap: 7.2193 eV

Element x y z (Å)
H  3.89600  1.26843  2.14828
H  -0.12176  1.66949  1.16096
S  -2.07244  2.69465  -2.54218
O  -3.81720  3.44390  2.10180
H  -2.61120  -1.88139  2.33961
C  1.70753  -1.76314  -1.75425
H  2.13051  -1.05286  -2.45386
H  4.94945  3.71913  2.17279
O  -1.82285  -0.98297  4.04162
H  -3.11423  -4.13032  0.91997
C  6.67267  2.04987  1.17061
C  1.36639  -0.99609  -0.46537
H  -1.52819  -1.84015  -1.24422
H  2.29656  -3.77726  -1.17485
P  -3.87582  3.56565  0.63762
O  0.32930  1.70655  -4.04988
C  -0.63525  -5.66216  -0.86419
H  -2.01837  2.30007  -3.81309
H  -3.67627  -4.97188  -0.52100
H  -0.61431  -6.35340  -0.01688
C  -1.54460  -4.46012  -0.59068
H  -1.69224  2.12355  0.08792
H  5.20338  2.21532  -0.41651
H  -3.76134  -0.29612  4.08541
N  -2.19705  0.21316  0.63327
C  2.76241  -2.82612  -1.44714
C  -0.32966  0.58023  -1.63765
C  4.62153  3.63875  1.12997
H  2.27454  -0.39903  -0.36940
C  -0.80758  -3.31994  0.13756
H  -4.34220  1.90478  -1.09498
Br  0.30109  -2.61215  -2.83505
O  0.52020  3.28168  -2.08987
H  -0.28549  -0.19891  2.54841
H  -2.50918  5.20282  0.47114
C  0.72032  1.20706  0.64791
H  -2.53938  -2.13110  0.14077
O  -3.39311  -1.70400  5.44285
C  1.82735  0.95848  1.70722
C  -0.57587  -1.08108  1.98496
C  -0.96300  -0.71779  0.53347
H  -3.05478  -0.35596  0.59477
C  -1.64610  -1.76853  2.84996
H  2.57322  3.50905  1.84099
F  -1.53354  4.22814  -3.99720
H  -4.37297  1.33250  0.56354
C  3.20784  1.50679  1.32672
H  6.82150  2.51342  2.14912
C  3.21988  3.02071  1.10074
H  -1.31711  -2.75866  3.17046
H  2.77713  3.24362  0.12243
H  -0.85914  -3.54640  1.20842
C  5.68249  2.86336  0.32301
H  4.55985  4.65789  0.73964
H  1.92822  -0.09598  1.97114
H  -1.85387  -4.06071  -1.56425
C  0.19350  0.01199  -0.24366
H  0.39136  -5.34494  -1.06590
P  0.84007  1.79936  -2.53093
H  1.53032  1.45972  2.63604
H  0.25814  0.79850  -4.37041
C  -1.49629  -1.98964  -0.16434
H  -1.40002  -1.12363  -3.73058
Br  -4.44987  -1.15261  -1.33721
F  -2.27350  0.80282  1.89614
C  -1.86999  1.02110  -1.71484
H  -0.97019  -6.21149  -1.74738
C  -3.79946  1.93279  -0.15260
H  -2.70578  -5.83347  0.65496
C  -2.36955  1.36762  -0.31535
H  1.39894  -1.69109  0.37290
H  -5.98858  3.75694  0.27981
H  3.41573  -2.98386  -2.30448
H  1.10670  1.98892  -0.00292
H  7.65218  2.00749  0.68728
H  -0.22791  -0.27344  -2.32199
H  3.60609  1.00529  0.44082
C  -2.82974  -4.86596  0.16177
O  -2.20246  -1.31258  -3.22162
O  -2.70308  4.39532  -0.02956
H  3.35942  -2.51520  -0.58472
H  6.34595  1.01705  1.31615
H  0.10443  3.81198  -2.81947
H  6.25969  3.58887  -0.25748
C  -3.07942  -1.01709  4.56380
P  -3.07230  0.01557  -2.80267
H  0.31160  -1.70719  1.94592
H  0.24430  -3.33674  -0.14261
O  -5.19254  4.26311  0.06448
S  2.74900  1.43961  -2.42190

---

Below is an isolated ion of composition C5H13NO and charge +1, with properties calculated with the ωB97M-V functional and the def2-TZVPD basis.

Charge: +1
2S+1: 2
HOMO-LUMO gap (alpha / beta): 11.1852 / 6.5190 eV
ΔE to the lowest compared entry with this formula, charge and spin: 2.344 eV

Element x y z (Å)
H  -2.10648  -1.15486  -0.55631
C  -2.09496  1.04916  1.28855
C  -2.01927  -0.07530  -0.99241
H  -2.15710  2.14676  1.58471
H  -2.98237  0.32253  -1.31563
H  0.12526  -0.40126  0.89580
H  -3.15552  0.78354  1.20828
H  1.68105  1.43233  -0.72450
C  0.06928  0.52404  0.35430
O  1.79265  -1.85216  0.26630
H  2.52150  -2.56461  0.43566
H  0.82453  0.27298  -1.73626
H  0.44102  1.22881  1.06954
C  1.17007  0.42605  -0.71282
H  -1.29179  -0.20517  -1.76892
H  2.97674  -0.82616  -1.28278
H  2.80834  -0.06227  0.44726
C  2.26279  -0.64754  -0.36133
N  -1.25239  0.79988  -0.00694
H  -1.58712  0.58697  2.20360

---

Below is a 2-piece molecular cluster, C23H28NO4 overall, with properties calculated with the ωB97M-V functional and the def2-TZVPD basis.

Charge: +1
HOMO-LUMO gap: 5.8297 eV
ΔE to the lowest compared entry with this formula, charge and spin: 0.000 eV

Element x y z (Å)
H  5.70554  -3.71192  0.29096
H  0.83764  -0.98484  -1.92027
C  -2.70519  0.99369  2.97579
H  -0.64043  2.69427  -0.19512
H  -2.79117  2.37634  -1.41247
C  2.58366  -1.17479  -0.33876
O  6.20395  -1.75835  -0.32717
H  3.77316  2.02587  -0.51747
H  6.17900  -0.79863  3.60521
C  4.98778  -1.16101  -0.45482
C  0.72173  -0.19203  2.33317
H  -2.86093  1.40519  1.96041
N  -1.60993  0.02524  2.92303
O  2.94922  -0.58702  2.82548
H  1.64697  -1.73188  -0.30017
C  2.57508  0.24189  -0.30118
C  4.99123  0.25541  -0.53058
H  4.61406  0.55532  2.33776
C  1.37226  0.98982  -0.09694
C  6.27151  -3.19175  -0.49593
H  -1.04616  -1.72538  3.95281
C  -2.22681  0.45301  -2.24152
O  -4.17026  -0.95000  3.03776
H  -4.05352  0.47978  4.57660
C  -4.01676  0.40080  3.47255
H  4.13069  0.58805  4.06643
C  -2.02606  1.60047  -1.46059
C  0.19850  0.81235  -0.86896
O  2.23773  1.58202  2.83737
H  -0.37922  1.60582  2.37578
H  7.33488  -3.41250  -0.40274
C  4.24036  -0.05168  3.17812
H  1.46550  1.92052  0.46758
H  -1.51520  -1.97286  2.25802
H  -1.31789  -1.34375  -3.05366
C  0.00905  -0.29960  -1.74274
C  2.00478  0.38657  2.68366
H  -3.22934  -1.77359  4.72109
H  4.87848  -1.70967  4.39353
H  5.18946  -1.92690  2.64541
C  5.17130  -1.20092  3.46694
C  -3.17380  -1.79343  3.61159
H  5.94458  0.76832  -0.62266
C  -1.75625  -1.40617  3.17285
H  -3.16745  0.31047  -2.77174
H  5.90100  -3.49222  -1.48760
C  -1.19755  -0.48410  -2.38928
C  3.77186  -1.87240  -0.40362
H  0.70076  -1.25914  2.12912
C  3.80342  0.93561  -0.45634
H  -4.85506  0.93750  3.00801
C  -0.83602  1.79030  -0.78285
C  -0.40886  0.52622  2.55309
H  -3.41901  -2.79862  3.23634
H  3.76675  -2.96792  -0.39659
H  -2.40610  1.82485  3.63389

---

Below is a 2-piece molecular cluster, C5H13NO3 overall, with properties calculated with the ωB97M-V functional and the def2-TZVPD basis.

Charge: +1
2S+1: 2
HOMO-LUMO gap (alpha / beta): 10.4654 / 5.1894 eV
ΔE to the lowest compared entry with this formula, charge and spin: 1.544 eV

Element x y z (Å)
C  1.34543  0.20706  0.51836
H  -0.68168  2.08573  -1.61842
H  1.81159  -1.58277  -2.23766
O  -1.31449  1.34394  1.49688
C  -0.36229  1.85927  -0.60540
C  0.34136  0.53092  -0.59012
C  -1.33589  2.03022  0.50086
H  -0.37468  -0.28318  -0.67506
H  -3.89235  0.68534  0.80683
H  -2.07341  2.84167  0.48474
H  0.72188  0.34568  -1.62041
H  -3.42001  -0.69307  1.15894
H  2.95248  -0.77890  -0.20602
C  1.48616  -2.18629  -0.32281
O  1.95634  -2.30405  -1.61329
H  0.27874  2.72446  -0.36823
H  0.86470  0.24365  1.48890
H  0.39634  -2.18462  -0.16066
H  2.03003  -3.09061  0.05198
O  -3.63983  -0.13850  0.39063
H  2.01567  1.07665  0.67861
N  2.10679  -1.02823  0.31824

---

Per-record DFT total energy, a.u.: -1451.12086, -8768.17367, -327.92915, -1248.63190, -478.40843